# 1
Entry from OMol25: a structure of composition C10H7GaN2O5 (ωB97M-V/def2-TZVPD).

Values from the calculation:
* LUMO (spin up / spin down): -9.07 / -8.87 eV
* total charge: +2

Positions of all 25 atoms, in Å:
1 Ga -1.939 0.142 0.103
2 O -1.150 3.652 0.101
3 O -3.256 1.294 -2.181
4 O 0.681 2.324 -4.601
5 O -2.036 -2.064 -2.592
6 O -4.752 -0.239 1.643
7 N 0.071 -0.256 0.517
8 N 3.472 -1.644 2.357
9 C -2.820 0.820 -1.221
10 C 2.443 -1.084 1.691
11 C -1.248 2.527 0.169
12 C -1.786 -1.477 -1.647
13 C 1.660 -0.087 2.295
14 C -0.477 2.415 -4.643
15 C 0.912 -1.081 -0.171
16 C -3.652 -0.184 1.282
17 C 2.101 -1.523 0.396
18 C 0.496 0.327 1.672
19 H 2.706 -2.250 -0.128
20 H 1.909 0.317 3.271
21 H 4.013 -2.382 1.968
22 H 0.603 -1.395 -1.177
23 H -1.501 2.088 -4.489
24 H -0.144 1.121 2.085
25 H 3.691 -1.362 3.298

Atomic partial charges in e from the Löwdin method, atoms 1 to 4: 0.49 0.22 0.20 0.09

=====

# 2
Entry from OMol25: a structure of composition C10H7GdNO12P2S (ωB97M-V/def2-TZVPD).

Values from the calculation:
* LUMO (spin up / spin down): 1.66 / 1.75 eV
* 2S+1: 8
* expectation value of S²: 15.869
* total charge: -1

Positions of all 34 atoms, in Å:
1 Gd 0.938 -0.569 0.040
2 S 0.920 1.916 1.360
3 P -1.146 -2.638 0.091
4 P 0.445 -1.883 2.421
5 O 4.934 -0.928 -3.086
6 O 4.275 1.329 -4.883
7 O -0.785 -1.080 2.661
8 O -1.082 -1.150 -0.241
9 O -1.052 -3.625 -0.979
10 O 2.741 -1.085 -1.049
11 O 0.828 0.841 -1.622
12 O 0.657 -2.898 3.630
13 O 1.713 -1.156 2.089
14 O 0.182 -2.841 1.107
15 O 1.570 2.280 -4.120
16 O -2.364 -2.875 1.085
17 N -1.566 1.558 2.176
18 C -0.778 1.889 1.132
19 C 2.846 -0.282 -2.064
20 C -1.457 2.171 -0.070
21 C 3.595 0.907 -3.995
22 C -3.581 1.732 0.995
23 C 2.220 1.431 -3.565
24 C 3.949 -0.236 -3.035
25 C 1.880 0.676 -2.353
26 C -2.821 2.099 -0.128
27 C -2.910 1.446 2.139
28 H -1.064 1.191 2.978
29 H -3.321 2.312 -1.067
30 H 1.418 -3.470 3.488
31 H -4.658 1.644 0.959
32 H -0.856 2.399 -0.935
33 H -3.380 1.107 3.050
34 H -2.293 -2.210 1.792

Atomic partial charges in e from the Löwdin method, atoms 1 to 4: 1.54 0.65 0.20 0.14

=====

# 3
Entry from OMol25: a structure of composition C10H7N2O5Pb (ωB97M-V/def2-TZVPD).

Values from the calculation:
* LUMO (spin up / spin down): -14.27 / -14.27 eV
* total charge: +3

Positions of all 25 atoms, in Å:
1 Pb 0.010 0.025 -1.915
2 O -3.723 -0.004 -2.376
3 O -0.090 -1.041 -5.039
4 O 3.733 0.047 -2.378
5 O 0.029 -3.760 -2.069
6 O -0.021 3.782 -2.002
7 N 0.000 -0.015 4.585
8 N -0.008 0.005 0.526
9 C -0.004 -0.010 3.244
10 C 0.037 -1.188 1.158
11 C 2.613 0.017 -2.184
12 C -0.051 1.190 1.171
13 C 0.040 -1.239 2.546
14 C -2.603 -0.020 -2.184
15 C 0.003 -0.040 -4.435
16 C -0.051 1.226 2.560
17 C 0.021 -2.619 -2.013
18 C -0.011 2.637 -1.970
19 H 0.034 -0.896 5.090
20 H -0.084 2.082 0.548
21 H 0.096 1.049 -4.611
22 H -0.085 2.174 3.077
23 H 0.076 -2.193 3.054
24 H 0.070 -2.072 0.523
25 H -0.030 0.861 5.095

Atomic partial charges in e from the Löwdin method, atoms 1 to 4: 1.22 0.21 0.27 0.21

=====

# 4
Entry from OMol25: the molecule C10H7NO4 (ωB97M-V/def2-TZVPD).

Values from the calculation:
* LUMO: -0.42 eV
* SMILES: O=C(O)CN1C(=O)c2ccccc2C1=O
* total charge: 0

Positions of all 22 atoms, in Å:
1 O -1.390 2.486 0.386
2 O -2.131 -1.743 -0.851
3 O 0.050 -1.450 2.257
4 O -0.096 0.650 3.047
5 N -1.834 0.191 0.423
6 C -0.119 -0.405 -1.061
7 C -1.961 -0.233 1.814
8 C 0.128 0.901 -0.660
9 C 1.313 1.539 -0.968
10 C 2.006 -0.501 -2.088
11 C -1.452 -0.812 -0.532
12 C 0.805 -1.128 -1.788
13 C -1.055 1.369 0.121
14 C 2.254 0.817 -1.685
15 C -0.587 -0.273 2.462
16 H 2.760 -1.040 -2.645
17 H 0.590 -2.146 -2.083
18 H 3.204 1.276 -1.926
19 H 1.003 -1.275 2.242
20 H -2.390 -1.235 1.808
21 H -2.594 0.455 2.368
22 H 1.495 2.553 -0.639

Atomic partial charges in e from the Löwdin method, atoms 1 to 4: 0.16 0.16 0.11 0.14

=====

What are the largest force on an atom values for these records? In order: 6.36, 1.97, 4.87, 0.70 eV/A.
What are the energy relative to the best compared isomer or geometry (same formula, charge and spin) values for these records? In order: 77.55, 0.00, 0.00, 1.78 kcal per mole.